ORCA calculation (ωB97M-V with the def2-TZVPD basis set) on an isolated molecule of C3H5N3O in a non-equilibrium geometry.

Each line ends with the Löwdin charge.
Atoms and positions in Å:
O (2.15933, 0.79387, -0.47079)  -0.032
C (0.86100, 1.03892, -0.07547)  -0.240
C (0.21875, 0.08377, 0.93038)  -0.339
N (0.33352, -1.19727, 0.48734)  0.091
N (-0.89581, -1.45397, 0.09084)  0.004
C (-1.73862, -0.37365, 0.29768)  -0.188
N (-1.05081, 0.52027, 1.00619)  0.073
H (2.26793, -0.16693, -0.50260)  0.086
H (0.09266, 0.81766, -0.90535)  0.125
H (0.70857, 2.08931, 0.16501)  0.124
H (-1.11276, -2.33496, -0.35341)  0.149
H (-1.84376, 0.18299, -0.66982)  0.147

Energy above the lowest of the compared OMol25 structures with the same formula, charge and spin ... 127.93 kcal/mol
E_tot ... -9705.0363 eV
Charge ... 0
Structure (SMILES) ... OCc1nc[nH]n1

=====

ORCA calculation (ωB97M-V with the def2-TZVPD basis set) on an isolated molecule of C3H5N3O.

Each line ends with the Löwdin charge.
Atoms and positions in Å:
O (2.32396, -0.23578, -1.40023)  -0.034
C (1.60227, -0.05735, -0.21328)  -0.189
C (0.24733, 0.50442, -0.46604)  -0.362
N (-0.57053, 0.84142, -1.33106)  0.252
N (-2.21692, -0.72537, 0.24881)  0.105
C (-1.78932, 0.33240, 0.78959)  -0.303
N (-0.78907, 1.18222, 0.22432)  0.003
H (2.38958, 0.61939, -1.84650)  0.101
H (2.09975, 0.61493, 0.50354)  0.134
H (1.50647, -1.03821, 0.26335)  0.137
H (-2.96765, -1.12118, 0.81321)  0.047
H (-2.14788, 0.76493, 1.73048)  0.108

Energy above the lowest of the compared OMol25 structures with the same formula, charge and spin ... 102.88 kcal/mol
E_tot ... -9706.1223 eV
Charge ... 0
Structure (SMILES) ... [H]/N=C/N1N=C1CO

=====

ORCA calculation (ωB97M-V with the def2-TZVPD basis set) on C3H5N3O as an isolated structure in a non-equilibrium geometry.

Each line ends with the Löwdin charge.
Atoms and positions in Å:
N (-0.87364, -0.60558, -0.67773)  0.122
C (0.12584, -0.72185, 0.47974)  -0.377
C (-0.08748, 0.56168, -0.44081)  -0.513
N (-0.60388, 1.82404, -0.34034)  0.125
C (1.41690, -0.74003, -0.25329)  -0.064
O (-0.26045, -1.24504, 1.67681)  0.050
N (1.25857, 0.27864, -1.02822)  0.143
H (-0.55901, -2.15855, 1.55402)  0.114
H (-1.80787, -0.46655, -0.29145)  0.104
H (-0.19484, 2.47808, -0.99858)  0.093
H (-0.66071, 2.22556, 0.58597)  0.096
H (2.24657, -1.43039, -0.26612)  0.108

Energy above the lowest of the compared OMol25 structures with the same formula, charge and spin ... 105.51 kcal/mol
E_tot ... -9706.0086 eV
Charge ... 0

=====

ORCA calculation (ωB97M-V with the def2-TZVPD basis set) on an isolated molecule of C3H5N3O in a non-equilibrium geometry.

Each line ends with the Löwdin charge.
Atoms and positions in Å:
C (0.58983, 0.59734, 0.49125)  -0.417
C (0.34102, -0.68467, 0.84585)  -0.197
C (-1.17641, 0.13346, -1.01488)  -0.258
O (1.24558, 1.44581, 1.31590)  0.084
N (-0.23329, 1.06470, -0.46099)  0.040
N (0.77525, -1.75160, 1.18681)  0.100
N (-0.92845, -0.75283, -1.91116)  0.120
H (1.72246, 0.89537, 1.96639)  0.129
H (-0.38372, 2.06649, -0.48170)  0.149
H (0.18287, -2.51698, 0.83952)  0.074
H (0.07202, -0.96575, -1.92947)  0.059
H (-2.20715, 0.46866, -0.84753)  0.117

Energy above the lowest of the compared OMol25 structures with the same formula, charge and spin ... 123.68 kcal/mol
E_tot ... -9705.2205 eV
Charge ... 0
Structure (SMILES) ... [H]/N=C\NC(O)=C=N

=====

ORCA calculation (ωB97M-V with the def2-TZVPD basis set) on a 2-piece molecular cluster, C3H5N3O overall in a non-equilibrium geometry.

Each line ends with the Löwdin charge.
Atoms and positions in Å:
C (0.23172, -0.59887, 1.11020)  -0.227
C (0.48476, -0.37946, -1.08052)  -0.180
C (0.43508, 1.13485, -0.53825)  -0.115
N (-1.04468, -0.27668, 0.62202)  0.014
N (-0.20673, -1.14690, -0.11924)  0.017
N (-0.04797, 0.77070, 0.80646)  0.044
O (-0.41160, -1.29012, 2.96271)  -0.305
H (-0.09582, -0.34497, -2.10025)  0.144
H (1.54153, -0.68032, -1.04698)  0.120
H (1.49478, 1.45869, -0.52379)  0.120
H (-0.31052, 1.79372, -1.05459)  0.121
H (-2.07056, -0.44063, 0.96223)  0.247

Energy above the lowest of the compared OMol25 structures with the same formula, charge and spin ... 277.98 kcal/mol
E_tot ... -9698.5293 eV
Charge ... 0

=====

ORCA calculation (ωB97M-V with the def2-TZVPD basis set) on an isolated molecule of C3H5N3O in a non-equilibrium geometry.

Each line ends with the Löwdin charge.
Atoms and positions in Å:
C (0.10875, 0.82040, -0.47248)  -0.559
C (-0.59978, 0.16275, 0.50365)  -0.012
C (-0.11480, -1.12139, 0.55675)  -0.452
H (0.24726, 2.68168, -0.02223)  0.162
H (0.51360, 2.09437, -1.76977)  0.132
H (-1.33619, 0.71937, 1.17144)  0.134
H (-1.17756, -1.84421, 1.85030)  0.140
H (1.22698, -2.07473, -0.73550)  0.157
N (-0.07876, 2.04279, -0.87204)  0.080
N (0.59307, -1.31487, -0.53336)  0.046
N (0.94506, -0.07738, -1.09459)  0.065
O (-0.32763, -2.08878, 1.41785)  0.107

Energy above the lowest of the compared OMol25 structures with the same formula, charge and spin ... 54.83 kcal/mol
E_tot ... -9708.2062 eV
Charge ... 0
Structure (SMILES) ... Nc1cc(O)[nH]n1

=====

ORCA calculation (ωB97M-V with the def2-TZVPD basis set) on a 2-piece molecular cluster, C3H5N3O overall in a non-equilibrium geometry.

Each line ends with the Löwdin charge.
Atoms and positions in Å:
N (-1.96478, -0.85808, 0.98790)  0.081
C (-0.76791, -1.46568, 1.02972)  -0.385
N (0.28748, -1.94845, 1.09293)  0.124
C (1.67331, 0.40991, 0.04912)  -0.083
O (2.13498, -0.48399, -0.77993)  0.018
C (0.72449, 1.31002, -0.63225)  -0.251
N (-0.54559, 1.29516, -0.48322)  0.068
H (-2.71387, -1.45209, 0.65488)  0.096
H (-1.87371, 0.02993, 0.48521)  0.049
H (2.75162, -1.05275, -0.28834)  0.113
H (1.25428, 2.11560, -1.16636)  0.114
H (-0.96030, 2.10043, -0.94966)  0.055

Energy above the lowest of the compared OMol25 structures with the same formula, charge and spin ... 101.11 kcal/mol
E_tot ... -9706.1994 eV
Charge ... 0

=====

ORCA calculation (ωB97M-V with the def2-TZVPD basis set) on a 2-piece molecular cluster, C3H5N3O overall in a non-equilibrium geometry.

Each line ends with the Löwdin charge.
Atoms and positions in Å:
O (-2.32230, 1.00975, -0.49000)  -0.024
C (-1.67045, -0.05354, 0.06311)  -0.206
C (-0.22304, 0.05903, 0.19489)  -0.484
N (0.42478, 0.87059, -0.60812)  0.082
N (1.66895, 0.35378, -0.54363)  0.007
C (1.70776, -0.67734, 0.32078)  -0.173
N (0.51711, -0.90031, 0.81950)  0.110
H (-1.71213, 1.42046, -1.12875)  0.094
H (-1.18900, -1.28678, -1.05360)  0.207
H (-2.18995, -0.40839, 0.97279)  0.120
H (2.40997, 0.80188, -1.04785)  0.145
H (2.60677, -1.23143, 0.55536)  0.121

Energy above the lowest of the compared OMol25 structures with the same formula, charge and spin ... 87.95 kcal/mol
E_tot ... -9706.7699 eV
Charge ... 0

=====

ORCA calculation (ωB97M-V with the def2-TZVPD basis set) on an isolated molecule of C3H5N3O in a non-equilibrium geometry.

Each line ends with the Löwdin charge.
Atoms and positions in Å:
C (0.30149, -0.89465, -0.58177)  -0.149
C (-0.05752, 1.11070, 1.39577)  -0.151
C (-0.99223, -0.12579, -1.09469)  -0.140
H (-0.17951, -1.64952, 0.00935)  0.095
H (0.70034, -1.36975, -1.66511)  0.167
H (2.34979, -0.28250, 0.14938)  0.088
H (-0.19569, 1.56972, 2.29906)  0.083
H (-1.24729, -0.56394, -1.98539)  0.069
N (1.39928, -0.07437, -0.02985)  -0.060
N (1.11146, 0.71383, 1.16981)  0.049
N (-1.75888, 0.67857, -0.52247)  0.066
O (-1.43123, 0.88770, 0.85591)  -0.118

Energy above the lowest of the compared OMol25 structures with the same formula, charge and spin ... 134.67 kcal/mol
E_tot ... -9704.7440 eV
Charge ... 0
Structure (SMILES) ... C1=NNCC=NO1

=====

ORCA calculation (ωB97M-V with the def2-TZVPD basis set) on an isolated molecule of C3H5N3O in a non-equilibrium geometry.

Each line ends with the Löwdin charge.
Atoms and positions in Å:
N (-1.96602, 0.37861, 0.24202)  0.068
C (-0.32462, 0.45998, -1.51311)  -0.108
C (1.00774, 0.16800, -1.57904)  -0.201
N (1.50215, -0.27484, -0.33410)  0.111
C (0.48170, -0.26278, 0.51954)  -0.359
O (0.67248, -0.59871, 1.80654)  0.124
N (-0.64205, 0.12690, -0.16855)  -0.155
H (-2.62310, -0.31993, 0.59258)  0.094
H (-2.03420, 1.23229, 0.75572)  0.075
H (1.65916, 0.21228, -2.44103)  0.072
H (2.44872, -0.58463, -0.12749)  0.165
H (-0.18195, -0.53716, 2.24693)  0.114

Energy above the lowest of the compared OMol25 structures with the same formula, charge and spin ... 100.26 kcal/mol
E_tot ... -9706.2360 eV
Charge ... 0

=====

no.,molar mass (g/mol)
1,99.093
2,99.093
3,99.093
4,99.093
5,99.093
6,99.093
7,99.093
8,99.093
9,99.093
10,99.093